--- one ---
DFT (ωB97M-V with the def2-TZVPD basis set) results for C8H9NO3 in the gas phase.

Output
- Net charge: 0
- SMILES string: CCc1nccc(C(=O)O)c1O
- Highest occupied orbital energy: -9.604 eV
- HOMO-LUMO gap: 9.6 eV
- 2S+1: 1

Atoms and positions in Å:
C: 3.17 -0.25 0.04
C: 1.74 -0.82 0.17
C: 0.63 0.08 -0.15
N: 0.83 1.40 -0.24
C: -0.19 2.23 -0.08
C: -1.46 1.77 -0.03
C: -1.80 0.42 0.05
C: -3.20 -0.14 0.02
O: -4.10 0.63 0.34
O: -3.24 -1.42 -0.44
C: -0.69 -0.39 0.03
O: -0.80 -1.79 0.17
H: 3.40 0.44 0.82
H: 3.89 -1.09 0.26
H: 3.27 0.13 -0.99
H: 1.69 -1.62 -0.65
H: 1.60 -1.18 1.15
H: -0.08 3.26 -0.20
H: -2.07 2.57 0.15
H: -2.36 -1.82 -0.24
H: -0.21 -2.41 -0.19

---

--- two ---
DFT (ωB97M-V with the def2-TZVPD basis set) results for C8H9NO3 in the gas phase.

Output
- Net charge: 0
- SMILES string: CN(O)C(=O)c1ccccc1O
- Highest occupied orbital energy: -8.914 eV
- HOMO-LUMO gap: 9.4 eV
- 2S+1: 1

Atoms and positions in Å:
C: 1.75 -2.77 -0.64
N: 1.23 -1.48 -0.86
O: 2.33 -0.63 -0.22
C: 0.03 -1.28 -0.21
O: -0.71 -2.26 0.08
C: -0.42 0.14 -0.07
C: -0.57 0.91 -1.25
C: -1.03 2.23 -1.32
C: -1.21 2.90 -0.10
C: -0.97 2.16 1.12
C: -0.61 0.82 1.07
O: -0.80 0.22 2.23
H: 1.89 -3.16 0.55
H: 1.07 -3.50 -1.31
H: 2.76 -2.99 -1.17
H: 2.38 0.17 -0.92
H: -0.32 0.30 -2.15
H: -1.20 2.70 -2.35
H: -1.40 4.01 -0.03
H: -1.14 2.65 2.16
H: -1.03 0.92 2.93

---

The structure with the least stability is two.

---

--- one ---
DFT (ωB97M-V with the def2-TZVPD basis set) results for 3 unconnected molecules or ions with the total composition C3H10NO4.

Output
- Net charge: -1
- Highest occupied orbital energy: -4.444 eV
- HOMO-LUMO gap: 8.2 eV
- 2S+1: 1

Atoms and positions in Å:
C: 0.20 -1.54 1.84
N: -1.09 -1.48 1.18
C: -1.10 -0.35 0.24
C: -0.27 -0.73 -1.05
O: 0.52 0.14 -1.51
O: -0.46 -1.90 -1.44
H: 1.07 -1.53 1.15
H: 0.28 -2.43 2.48
H: 0.33 -0.71 2.54
H: -1.13 -2.26 0.51
H: -0.68 0.54 0.71
H: -2.10 -0.06 -0.06
H: 1.56 1.03 0.85
H: 2.23 1.30 -0.46
O: 2.00 1.74 0.37
H: 0.58 2.74 -0.05
H: -0.66 2.60 -0.81
O: -0.31 3.19 -0.14

---

--- two ---
DFT (ωB97M-V with the def2-TZVPD basis set) results for 3 unconnected molecules or ions with the total composition C3H10NO4.

Output
- Net charge: -1
- Highest occupied orbital energy: -4.834 eV
- HOMO-LUMO gap: 8.6 eV
- 2S+1: 1

Atoms and positions in Å:
C: -0.62 -0.99 1.29
N: -0.56 -1.34 -0.11
C: -0.29 -0.28 -1.02
O: 0.61 0.50 -0.62
O: -0.85 -0.29 -2.04
C: -1.86 -0.37 1.93
H: -0.34 -1.96 1.82
H: 0.29 -0.35 1.45
H: -1.26 -2.01 -0.38
H: -1.80 -0.20 3.03
H: -2.65 -1.11 1.84
H: -1.95 0.68 1.55
H: 0.77 1.85 -2.99
H: 0.68 2.08 -1.46
O: 0.99 2.57 -2.24
H: 2.56 -0.12 -0.35
H: 2.89 0.96 -1.12
O: 3.37 0.39 -0.59

---

The structure with the least stability is two.

---

--- one ---
DFT (ωB97M-V with the def2-TZVPD basis set) results for 2 unconnected molecules or ions with the total composition C4H15N2O2.

Output
- Net charge: +1
- Highest occupied orbital energy: -14.089 eV
- HOMO-LUMO gap: 11.5 eV
- 2S+1: 1

Atoms and positions in Å:
C: -1.14 1.59 -1.83
O: -0.72 2.89 -1.39
C: -0.62 0.63 -0.76
C: -0.48 -0.82 -1.26
C: -0.29 -1.82 -0.06
N: 0.90 -1.56 0.74
N: 0.72 1.01 -0.31
H: -0.81 1.28 -2.82
H: -2.22 1.65 -1.75
H: -1.16 3.57 -1.93
H: -1.35 0.58 0.01
H: 0.25 -0.91 -2.07
H: -1.45 -1.11 -1.63
H: -0.32 -2.82 -0.47
H: -1.14 -1.65 0.59
H: 1.77 -2.01 0.46
H: 0.86 -1.87 1.72
H: 1.03 0.07 0.44
H: 0.84 1.98 -0.03
H: 1.37 0.91 -1.10
H: 1.76 -1.95 4.62
H: 0.30 -1.75 4.24
O: 1.19 -1.61 3.90

---

--- two ---
DFT (ωB97M-V with the def2-TZVPD basis set) results for 3 unconnected molecules or ions with the total composition C4H15N2O2.

Output
- Net charge: +1
- Highest occupied orbital energy: -13.268 eV
- HOMO-LUMO gap: 10.3 eV
- 2S+1: 1

Atoms and positions in Å:
C: -0.81 -1.15 -1.07
C: -1.27 -1.09 0.50
C: -0.14 -0.51 1.25
C: 0.90 -1.05 1.93
N: -0.26 0.96 1.32
N: -1.20 0.16 -1.51
H: 0.29 -1.33 -1.16
H: -1.24 -2.15 -1.54
H: -1.70 -1.96 0.87
H: -2.20 -0.50 0.31
H: 0.92 -2.12 1.86
H: 1.72 -0.42 2.42
H: -0.92 1.19 1.99
H: -0.84 1.39 0.37
H: 0.61 1.47 1.35
H: -1.80 0.12 -2.16
H: -0.39 0.65 -1.74
H: 2.54 2.74 1.91
H: 1.56 3.56 2.57
O: 1.64 2.81 1.99
H: -0.01 -1.32 -4.20
H: 0.75 -1.42 -2.99
O: 0.72 -0.93 -3.77

---

--- three ---
DFT (ωB97M-V with the def2-TZVPD basis set) results for a molecular structure, C4H15N2O2.

Output
- Net charge: +1
- Highest occupied orbital energy: -13.946 eV
- HOMO-LUMO gap: 5.4 eV
- 2S+1: 1

Atoms and positions in Å:
N: -1.44 0.15 0.01
C: -0.69 -0.87 -0.73
C: 0.26 -0.20 -1.70
N: 1.05 0.89 -1.07
C: 2.25 0.65 -0.28
C: 1.96 0.50 1.26
O: 0.59 0.18 1.67
H: -2.34 -0.28 0.36
H: -0.11 -1.48 -0.06
H: -0.80 0.43 0.76
H: -1.34 -1.54 -1.27
H: 1.77 -1.88 0.08
H: -0.37 0.30 -2.48
H: 0.94 -0.98 -2.14
H: 1.15 1.68 -1.73
H: 2.95 1.54 -0.39
H: 2.81 -0.22 -0.69
H: 2.84 -0.14 1.76
H: 2.07 1.52 1.65
H: 1.20 -0.55 1.02
H: -5.17 0.67 0.84
H: -5.01 -0.39 1.95
O: -4.57 0.01 1.17

---

--- four ---
DFT (ωB97M-V with the def2-TZVPD basis set) results for 3 unconnected molecules or ions with the total composition C4H15N2O2.

Output
- Net charge: +1
- Highest occupied orbital energy: -13.512 eV
- HOMO-LUMO gap: 6.2 eV
- 2S+1: 1

Atoms and positions in Å:
C: 1.35 -1.40 1.78
C: 1.41 -0.57 0.47
C: 0.22 -0.64 -0.38
C: -0.87 0.39 -0.29
N: -0.85 1.52 -1.20
N: 1.37 -2.82 1.56
H: 0.41 -1.10 2.30
H: 2.06 -1.03 2.55
H: 2.34 -0.87 -0.03
H: 1.59 0.48 0.72
H: -0.15 -1.58 -0.78
H: -0.90 0.76 0.75
H: -1.83 -0.12 -0.47
H: -0.18 2.26 -1.03
H: -1.77 1.85 -1.45
H: 1.45 -3.29 2.45
H: 2.12 -3.16 0.97
H: -4.67 2.16 -0.73
H: -4.49 3.19 0.22
O: -3.93 2.64 -0.33
H: 1.15 0.39 -1.86
H: 2.19 0.21 -2.99
O: 1.98 0.73 -2.22

---

The structure with the least stability is three.

---

--- one ---
DFT (ωB97M-V with the def2-TZVPD basis set) results for 2 unconnected molecules or ions with the total composition C2H3O3PS.

Output
- Net charge: -2
- Highest occupied orbital energy (alpha / beta): 0.992 / 0.990 eV
- HOMO-LUMO gap (alpha / beta): 4.5 / 4.5 eV
- 2S+1: 1

Atoms and positions in Å:
C: 1.01 0.00 -0.83
C: -0.21 0.42 -0.06
O: 0.29 -0.11 2.23
O: -2.20 0.09 1.84
O: -0.94 -2.01 1.02
P: -0.95 -0.57 1.42
S: 0.82 1.72 -0.46
H: 1.95 -0.58 -0.44
H: 0.62 -0.11 -1.89
H: -0.40 1.15 -2.83

---

--- two ---
DFT (ωB97M-V with the def2-TZVPD basis set) results for a gas-phase ion, C2H3O3PS (charge -2).

Output
- Net charge: -2
- SMILES string: O=P([O-])([O-])[C@@H]1CS1
- Highest occupied orbital energy: 0.754 eV
- HOMO-LUMO gap: 5.0 eV
- 2S+1: 1

Atoms and positions in Å:
O: -2.57 0.56 -1.51
P: -2.38 0.00 -0.12
O: -2.94 -1.39 0.14
O: -2.59 0.99 1.00
C: -0.51 -0.32 -0.27
C: -0.24 -1.63 -0.96
S: 0.37 -1.48 0.73
H: -0.05 0.61 -0.52
H: -1.19 -2.19 -0.79
H: 0.38 -1.63 -1.83

---

The structure with the least stability is one.

---

--- one ---
DFT (ωB97M-V with the def2-TZVPD basis set) results for a molecular structure, C4H6N2.

Output
- Net charge: +2
- Highest occupied orbital energy: -21.020 eV
- HOMO-LUMO gap: 7.3 eV
- 2S+1: 1

Atoms and positions in Å:
C: 1.89 0.62 -0.86
C: 0.28 1.47 0.43
C: -1.43 -0.05 0.65
C: 0.46 -0.70 -0.47
N: 1.45 1.61 -0.21
N: -0.29 0.21 0.18
H: 2.74 0.40 -1.47
H: 0.00 2.02 1.27
H: -1.62 -1.06 0.76
H: -2.13 0.73 1.16
H: 0.20 -1.19 -1.43
H: 0.88 -1.36 0.18

---

--- two ---
DFT (ωB97M-V with the def2-TZVPD basis set) results for a gas-phase ion, C4H6N2 (charge +2).

Output
- Net charge: +2
- SMILES string: C=[N+]=C[N+]#CC
- Highest occupied orbital energy: -21.857 eV
- HOMO-LUMO gap: 10.3 eV
- 2S+1: 1

Atoms and positions in Å:
C: -1.72 0.16 1.17
N: -0.58 0.60 1.34
C: 0.49 1.25 1.60
N: 1.50 1.01 0.71
C: 1.57 0.32 -0.27
C: 1.37 -0.68 -1.06
H: -2.02 -0.81 1.40
H: -2.58 0.87 0.73
H: 0.68 1.84 2.41
H: 0.51 -1.38 -0.95
H: 2.23 -1.33 -1.01
H: 1.40 -0.50 -2.10

---

The structure with the least stability is one.

---

--- one ---
DFT (ωB97M-V with the def2-TZVPD basis set) results for 14 unconnected molecules or ions with the total composition H30NO13.

Output
- Net charge: +1
- Highest occupied orbital energy: -14.038 eV
- HOMO-LUMO gap: 10.9 eV
- 2S+1: 1

Atoms and positions in Å:
N: 10.23 27.96 7.06
H: 10.69 27.33 7.74
H: 10.36 27.71 6.17
H: 10.34 28.95 7.17
H: 9.28 27.91 7.29
O: 8.32 30.09 6.20
H: 9.03 30.60 6.60
H: 7.61 30.07 6.84
O: 12.09 27.73 4.27
H: 11.90 27.64 3.32
H: 12.57 26.95 4.50
O: 9.38 28.44 3.23
H: 9.22 27.71 3.82
H: 9.83 29.14 3.67
O: 10.37 27.34 10.24
H: 11.02 26.61 10.32
H: 9.49 27.00 10.37
O: 8.89 25.47 7.79
H: 9.17 24.83 8.48
H: 8.08 25.02 7.55
O: 11.27 24.93 6.94
H: 10.31 25.11 7.09
H: 11.46 25.03 5.97
O: 7.47 27.74 8.91
H: 6.99 27.43 9.66
H: 7.08 27.26 8.17
O: 12.55 29.10 8.80
H: 13.16 28.47 8.50
H: 12.06 28.66 9.44
O: 8.40 30.32 9.65
H: 7.69 30.74 9.20
H: 8.28 29.36 9.50
O: 9.53 25.64 4.50
H: 8.59 25.37 4.54
H: 9.77 25.48 3.59
O: 12.63 25.94 9.08
H: 13.51 25.65 9.20
H: 12.27 25.73 8.20
O: 7.72 27.57 5.45
H: 7.85 28.50 5.30
H: 7.20 27.34 4.62
O: 10.06 31.56 7.48
H: 9.62 32.44 7.41
H: 10.03 31.47 8.41

---

--- two ---
DFT (ωB97M-V with the def2-TZVPD basis set) results for 14 unconnected molecules or ions with the total composition H30NO13.

Output
- Net charge: +1
- Highest occupied orbital energy: -12.529 eV
- HOMO-LUMO gap: 9.3 eV
- 2S+1: 1

Atoms and positions in Å:
N: -5.91 15.82 16.95
H: -5.65 16.65 17.48
H: -6.69 15.53 17.45
H: -5.11 15.14 17.05
H: -6.09 16.08 16.01
O: -3.33 14.84 18.36
H: -2.92 14.49 17.52
H: -3.61 14.12 18.91
O: -5.68 19.41 16.49
H: -6.70 19.24 16.51
H: -5.35 20.08 17.14
O: -7.25 14.74 13.93
H: -6.37 14.64 13.85
H: -7.41 15.03 13.11
O: -8.16 17.90 16.23
H: -8.53 17.66 16.98
H: -8.80 17.82 15.43
O: -5.70 16.98 19.88
H: -5.66 16.10 20.35
H: -6.57 16.89 19.69
O: -4.20 17.30 16.23
H: -3.53 17.78 16.78
H: -4.65 18.04 16.12
O: -7.58 16.54 12.80
H: -7.51 17.20 12.05
H: -6.80 16.64 13.31
O: -5.66 17.69 13.95
H: -5.12 18.11 13.22
H: -5.90 18.30 14.47
O: -6.67 12.80 18.14
H: -6.35 11.84 18.12
H: -6.99 12.93 17.20
O: -9.09 15.19 16.88
H: -9.58 15.19 17.76
H: -9.93 15.28 16.32
O: -3.39 16.89 19.92
H: -3.28 16.10 19.32
H: -4.37 16.96 20.03
O: -2.99 16.08 13.86
H: -3.46 16.39 14.66
H: -2.47 16.67 13.53
O: -4.40 13.77 15.11
H: -4.37 12.79 14.76
H: -3.50 13.87 15.22

---

The structure with the least stability is two.

---

--- one ---
DFT (ωB97M-V with the def2-TZVPD basis set) results for C5H7FO in the gas phase.

Output
- Net charge: 0
- SMILES string: F/C=C1\CCOC1
- Highest occupied orbital energy: -9.112 eV
- HOMO-LUMO gap: 10.1 eV
- 2S+1: 1

Atoms and positions in Å:
F: 2.20 -0.19 1.34
C: 1.75 -0.31 0.08
C: 0.44 -0.04 -0.08
C: -0.58 0.29 1.00
C: -1.92 -0.10 0.16
O: -1.62 0.37 -1.14
C: -0.29 -0.02 -1.47
H: 2.50 -0.40 -0.64
H: -0.40 1.37 1.22
H: -0.43 -0.22 1.93
H: -2.24 -1.20 0.17
H: -2.85 0.42 0.47
H: -0.14 -0.91 -2.15
H: 0.25 0.79 -2.12

---

--- two ---
DFT (ωB97M-V with the def2-TZVPD basis set) results for 2 unconnected molecules or ions with the total composition C5H7FO.

Output
- Net charge: 0
- Highest occupied orbital energy: -8.792 eV
- HOMO-LUMO gap: 9.7 eV
- 2S+1: 1

Atoms and positions in Å:
C: 0.57 1.23 -1.23
C: -0.46 0.73 2.47
C: 0.15 0.36 -0.38
C: 0.55 0.81 1.69
C: -0.46 -1.71 -1.40
O: -0.63 -0.68 -0.43
F: 1.82 0.92 1.87
H: 0.21 1.42 -2.28
H: 1.26 1.99 -0.86
H: -0.43 0.69 3.59
H: -1.36 0.27 2.11
H: -0.65 -2.72 -0.97
H: 0.57 -1.62 -1.86
H: -1.15 -1.70 -2.31

---

The structure with the least stability is two.

---

--- one ---
DFT (ωB97M-V with the def2-TZVPD basis set) results for 2 unconnected molecules or ions with the total composition C4H12N4O.

Output
- Net charge: 0
- SMILES string: [H]/N=C(\C)N.NCC(N)=O
- Highest occupied orbital energy: -9.197 eV
- HOMO-LUMO gap: 9.9 eV
- 2S+1: 1

Atoms and positions in Å:
H: -0.66 0.54 3.59
N: -1.29 0.64 2.80
C: -0.98 -0.04 1.78
C: 0.29 -0.92 1.65
N: -1.76 0.03 0.66
H: 0.47 -1.25 0.63
H: 1.15 -0.44 2.11
H: 0.09 -1.83 2.22
H: -1.80 -0.82 0.02
H: -2.61 0.56 0.84
N: 0.66 1.26 -0.53
C: 1.47 0.64 -1.58
C: 0.68 -0.51 -2.24
N: -0.55 -0.62 -1.71
O: 1.08 -1.10 -3.22
H: 0.62 2.27 -0.63
H: 0.99 1.01 0.42
H: 2.39 0.20 -1.18
H: 1.73 1.34 -2.37
H: -1.22 -1.20 -2.19
H: -0.75 0.23 -1.05

---

--- two ---
DFT (ωB97M-V with the def2-TZVPD basis set) results for C4H12N4O in the gas phase.

Output
- Net charge: 0
- Highest occupied orbital energy: -8.189 eV
- HOMO-LUMO gap: 9.0 eV
- 2S+1: 1

Atoms and positions in Å:
C: -1.45 -1.17 1.65
C: -0.64 0.01 1.13
N: 0.87 -0.38 0.96
O: -0.82 1.16 1.59
H: 1.14 -1.35 1.13
H: 1.47 0.27 1.45
H: -2.50 -0.95 1.50
H: -1.19 -2.10 1.14
H: -1.27 -1.29 2.72
C: 1.62 1.05 -1.14
N: -0.72 0.05 -0.63
C: 0.90 -0.24 -0.80
N: -1.29 1.26 -1.09
N: 1.14 -1.39 -1.36
H: -1.16 -0.77 -1.05
H: -2.30 1.16 -1.07
H: -1.07 1.94 -0.36
H: 1.84 -1.32 -2.09
H: 1.48 1.27 -2.19
H: 1.27 1.90 -0.55
H: 2.68 0.90 -0.93

---

The structure with the least stability is two.

---

--- one ---
DFT (ωB97M-V with the def2-TZVPD basis set) results for 2 unconnected molecules or ions with the total composition C3H11N2O.

Output
- Net charge: -1
- Highest occupied orbital energy: -2.633 eV
- HOMO-LUMO gap: 6.7 eV
- 2S+1: 1

Atoms and positions in Å:
C: -1.97 0.22 0.83
N: -0.84 0.12 -0.11
C: -0.48 -1.38 -0.28
O: -1.47 -2.14 -0.67
H: -2.73 -0.52 0.60
H: -2.39 1.23 0.78
H: -1.60 0.04 1.84
H: -1.24 0.32 -1.03
H: -0.04 -1.62 0.73
H: 0.40 -1.32 -0.98
C: 2.78 1.00 -0.18
N: 1.66 1.74 0.37
H: 2.75 0.88 -1.28
H: 2.78 -0.01 0.23
H: 3.73 1.47 0.10
H: 1.61 2.68 0.02
H: 0.75 1.26 0.29

---

--- two ---
DFT (ωB97M-V with the def2-TZVPD basis set) results for 2 unconnected molecules or ions with the total composition C3H11N2O.

Output
- Net charge: -1
- Highest occupied orbital energy: -2.936 eV
- HOMO-LUMO gap: 7.3 eV
- 2S+1: 1

Atoms and positions in Å:
C: -1.38 0.37 2.64
N: -1.07 -0.99 2.23
H: -0.65 1.12 2.31
H: -1.51 0.45 3.72
H: -2.34 0.64 2.18
H: -0.76 -0.95 1.24
H: -0.33 -1.38 2.78
C: 1.95 0.53 -1.82
N: 0.63 0.27 -2.43
C: -0.24 -0.57 -1.50
O: -0.45 -0.08 -0.29
H: 1.83 0.59 -0.74
H: 2.38 1.45 -2.22
H: 2.63 -0.30 -2.07
H: 0.16 1.17 -2.42
H: 0.31 -1.57 -1.51
H: -1.18 -0.75 -2.09

---

The structure with the least stability is one.

---

--- one ---
DFT (ωB97M-V with the def2-TZVPD basis set) results for 2 unconnected molecules or ions with the total composition C5H13N2O.

Output
- Net charge: +2
- Highest occupied orbital energy (alpha / beta): -17.622 / -17.711 eV
- HOMO-LUMO gap (alpha / beta): 4.9 / 3.5 eV
- ⟨S²⟩: 0.767
- 2S+1: 2

Atoms and positions in Å:
C: 0.82 -0.99 -3.11
O: -0.06 -0.09 -3.71
C: 1.15 -0.41 -1.77
C: -0.21 -0.26 -0.95
C: 0.09 0.28 0.33
C: 0.02 -0.66 1.52
N: 0.40 -0.46 2.69
N: 0.63 1.51 0.42
H: 0.34 -1.98 -3.01
H: 1.75 -1.08 -3.68
H: -0.29 -0.36 -4.61
H: 1.59 0.58 -1.86
H: 1.84 -1.05 -1.24
H: -0.88 0.41 -1.53
H: -0.67 -1.24 -0.85
H: -0.40 -1.66 1.35
H: 0.55 0.48 3.09
H: -3.90 1.61 8.00
H: -4.11 1.49 7.29
H: 1.39 1.58 1.09
H: -0.02 2.31 0.53

---

--- two ---
DFT (ωB97M-V with the def2-TZVPD basis set) results for a gas-phase ion, C5H13N2O (charge +2).

Output
- Net charge: +2
- Highest occupied orbital energy (alpha / beta): -20.480 / -20.479 eV
- HOMO-LUMO gap (alpha / beta): 12.2 / 6.8 eV
- ⟨S²⟩: 0.757
- 2S+1: 2

Atoms and positions in Å:
N: 0.36 1.00 1.49
C: 0.60 -0.20 0.53
C: -0.67 -0.50 -0.27
C: -1.02 0.65 -1.25
C: -1.79 -0.80 0.73
C: 1.78 0.15 -0.51
N: 2.20 -0.81 -1.26
O: 2.13 1.34 -0.47
H: -0.59 1.35 1.32
H: 1.01 1.76 1.33
H: 0.39 0.68 2.46
H: 1.03 -0.96 1.18
H: -0.45 -1.37 -0.87
H: -2.09 0.62 -1.43
H: -0.48 0.55 -2.19
H: -0.84 1.61 -0.76
H: -2.55 -0.01 0.72
H: -2.33 -1.73 0.57
H: -1.48 -0.88 1.78
H: 1.85 -1.76 -1.16
H: 2.95 -0.69 -1.94

---

The structure with the least stability is one.